Model a:
36
Properties=species:S:1:pos:R:3 method="wB97M-V/def2-TZVPD" multiplicity=1 charge=+1 orbital_gap_ev=10.0303 homo_ev=-14.02
O 0.76815 -2.19520 2.26388
O -1.65500 3.24716 0.12510
O 2.41831 -0.75777 0.20381
O -2.90310 0.67223 0.57872
O 0.34442 -3.58122 -0.79456
O 3.82849 1.53156 0.84591
O 1.30387 2.82614 1.77941
O -0.72531 0.21319 2.29817
N -0.65798 -1.04513 -1.07419
C -0.39397 0.08068 -1.99472
C -1.83227 -1.61019 -0.86908
C -0.72151 -0.25117 -3.42672
H 0.78322 0.24120 -2.01793
H -1.68830 -2.48964 -0.20718
H 0.14315 -1.44387 -0.59423
H 0.44962 -4.06527 0.02127
H 0.80563 -4.15341 -1.54224
H -0.13004 -0.55503 2.59900
H 2.30831 0.10913 0.29955
H -2.68194 1.54006 0.92560
H 3.45159 1.20149 1.74021
H 1.11250 -1.42429 1.72171
H 0.15992 0.02700 -4.03795
H -1.56584 3.70005 -0.73653
H -1.74074 3.99692 0.82796
H -1.49568 -0.20896 1.77364
H -0.72587 1.11692 -1.71384
H -1.18242 -1.17871 -3.74325
H 3.45126 2.31273 0.67307
H 1.01135 3.70954 2.02397
H 1.47197 -2.36002 2.97740
H 3.40141 -0.69673 0.52645
H -3.50835 0.42370 1.29796
H -2.82616 -1.29367 -1.21073
H 0.91877 2.13282 2.28993
H -1.69747 0.22775 -3.82957

---

Model b:
36
Properties=species:S:1:pos:R:3 method="wB97M-V/def2-TZVPD" multiplicity=1 charge=+1 orbital_gap_ev=9.8049 homo_ev=-12.43
O 1.41805 2.02165 -2.13469
O 0.00299 0.21878 2.23832
O 2.38003 -1.70769 1.35536
O 0.42610 -0.51122 -3.66918
O -1.01781 2.86641 1.48737
O 3.93838 0.03812 2.79432
O -3.58135 -2.54294 -1.19899
O 1.82208 0.64842 0.11319
N 0.00573 -1.34562 -0.43653
C -2.14787 -0.28413 0.16379
C -1.38782 -0.87307 -0.77629
C -3.39051 0.48420 0.10928
H -3.21496 1.27939 -0.72124
H -0.09800 0.97178 1.56034
H -1.79123 -1.03013 -1.74752
H 2.11543 1.38745 -0.29057
H 4.71168 -0.07049 2.39033
H 3.17470 -2.25020 1.17399
H -0.03495 2.93730 1.62994
H -3.87274 -2.52708 -0.29117
H 2.65943 -1.00337 1.91051
H 0.21029 -1.37318 0.54544
H 2.30497 2.48241 -2.13692
H 2.12820 0.41099 1.04770
H 1.54453 1.35821 -2.84252
H -3.78380 0.98600 0.90897
H -4.17261 -0.07862 -0.38420
H -4.04522 -2.53251 -1.86748
H -1.46247 3.78636 1.84910
H 0.76063 -0.67532 -0.90317
H -1.72872 -0.36894 1.09578
H 0.18501 -2.22154 -0.88121
H 0.92895 0.39552 2.46038
H 4.17561 0.43308 3.69963
H -0.27846 -0.28695 -4.21199
H 1.11574 -1.02307 -4.04005

---

The structure with the most favorable energy is model a; the runner-up is 19.4 kcal/mol above it.

---

Model a:
14
Properties=species:S:1:pos:R:3 method="wB97M-V/def2-TZVPD" multiplicity=1 charge=+1 orbital_gap_ev=9.5576 homo_ev=-14.53
O 0.51334 -2.23902 -0.83720
N -0.07078 -0.03948 -0.11793
N 0.55086 0.29762 2.21254
C -0.73081 -0.62204 -2.36721
C 0.50253 0.91080 3.31723
C 0.20544 -0.38973 1.17302
C 0.00468 -0.99576 -1.15235
H -1.25271 -1.52742 -2.79714
H 1.39898 1.25793 3.78639
H -0.34896 1.17420 3.93397
H -0.39918 0.89386 -0.47538
H -0.07305 -0.36226 -3.18222
H 0.36451 -1.44719 1.28402
H -1.40403 0.27744 -2.05459

---

Model b:
14
Properties=species:S:1:pos:R:3 method="wB97M-V/def2-TZVPD" multiplicity=1 charge=+1 orbital_gap_ev=9.3086 homo_ev=-14.74
O -1.41599 -1.65942 0.18834
N 0.19852 -0.83718 -0.56187
N 0.14356 -0.73381 -1.78721
C -1.43465 -1.02050 1.22628
C 1.20030 1.30005 -0.04468
C -0.60413 0.13660 1.35770
C 0.27404 0.12932 0.33165
H 0.72815 2.07331 -0.75734
H -1.97656 -1.50523 2.07157
H 1.15007 1.86073 0.90646
H 2.18519 0.98862 -0.14743
H -0.34555 -0.05753 -2.46586
H -0.56656 0.92705 2.07528
H 0.46362 -1.60199 -2.39289

---

Model c:
14
Properties=species:S:1:pos:R:3 method="wB97M-V/def2-TZVPD" multiplicity=1 charge=+1 orbital_gap_ev="7.6978 / 7.6934" homo_ev="-13.77 / -13.77"
O -2.25546 0.78837 -1.04112
N 0.16981 -2.38186 0.87430
N -0.83560 -0.39222 0.15341
C 0.24778 0.29127 -0.29124
C 0.42078 1.53751 -0.97437
C -0.67478 -1.37436 1.06606
C -2.14700 0.00656 -0.17375
H -0.26227 1.76445 -1.79492
H 1.43658 1.49490 -1.44121
H 0.52091 -2.66758 -0.05410
H -2.98049 -0.68946 0.30548
H 0.43058 2.49456 -0.34549
H 0.40921 -2.82513 1.70201
H 1.21816 -0.19089 -0.04136

---

Model d:
14
Properties=species:S:1:pos:R:3 method="wB97M-V/def2-TZVPD" multiplicity=1 charge=+1 orbital_gap_ev=9.7555 homo_ev=-14.61
O 0.31037 -1.69206 0.16373
N -1.45687 1.64771 0.02626
N -1.75377 -0.73722 -0.14519
C 1.84607 0.24452 -0.32045
C -0.98091 -1.75867 -0.13063
C 0.76149 -0.48696 0.49418
C -1.02049 0.38976 0.07026
H 2.59520 -0.56967 -0.27976
H -2.50963 1.75087 -0.09230
H 0.53642 -0.22207 1.56998
H 1.69721 0.58852 -1.41553
H -1.37722 -2.73687 -0.33741
H -0.87863 2.56609 0.16174
H 2.23077 1.01606 0.23514

---

The structure with the most favorable energy is model a; the runner-up is 3.8 kcal/mol above it.

---

Model a:
11
Properties=species:S:1:pos:R:3 method="wB97M-V/def2-TZVPD" multiplicity=1 orbital_gap_ev="7.9690 / 7.9695" homo_ev="-7.26 / -7.26"
Cl 3.18262 0.71449 -0.03798
O -1.39563 -0.80376 -0.24360
N -0.08759 -1.16688 0.04495
N 0.77560 -0.24257 -0.04577
C -1.81821 0.51944 0.11882
C 2.02763 -0.51681 -0.17481
H -1.23277 1.35323 -0.36785
H 2.42518 -1.60142 -0.20569
H -1.51206 0.60697 1.16608
H 0.49381 0.71138 -0.06215
H -2.85858 0.42594 -0.19199

---

Model b:
11
Properties=species:S:1:pos:R:3 method="wB97M-V/def2-TZVPD" multiplicity=1 orbital_gap_ev=8.9541 homo_ev=-8.02
Cl -3.36335 -0.35833 -0.11379
O -0.77848 -0.87284 0.03033
N 0.06716 1.15688 0.02920
N -0.98273 0.53157 -0.10991
C -2.22542 0.91256 -0.02635
C 0.61908 -1.26734 -0.04868
H -0.11341 2.18448 -0.18330
H 0.75319 -2.06720 0.66831
H 0.86740 -1.66519 -0.97282
H -2.77943 1.87220 -0.42160
H 1.20599 -0.31528 0.09443

---

The structure with the most favorable energy is model a; the runner-up is 5.9 kcal/mol above it.

---

Model a:
8
Properties=species:S:1:pos:R:3 method="wB97M-V/def2-TZVPD" multiplicity=1 charge=+1 orbital_gap_ev="8.3728 / 7.0528" homo_ev="-16.93 / -16.68"
O 3.07515 0.19970 -0.13544
O 2.01750 -0.35787 -0.08569
O 0.95085 0.37262 0.24023
C -0.42906 -0.41256 0.15651
C -1.46853 0.34330 -0.11523
H -0.30470 -1.44365 0.43788
H -2.45717 -0.09194 -0.13008
H -1.38404 1.39042 -0.36818

---

Model b:
8
Properties=species:S:1:pos:R:3 method="wB97M-V/def2-TZVPD" multiplicity=1 charge=+1 orbital_gap_ev=11.9543 homo_ev=-18.20
O -0.96860 -0.67648 -0.37330
O 1.39867 0.58616 -0.64816
O 3.35458 -0.16022 0.30622
C 2.38294 0.18524 -0.14866
C -1.80747 -0.04914 0.24204
H -2.95668 -0.38994 0.20719
H -1.51731 0.81643 0.75938
H 0.11388 -0.31205 -0.34471

---

The structure with the most favorable energy is model b; the runner-up is 201.2 kcal/mol above it.

---

Model a:
43
Properties=species:S:1:pos:R:3 method="wB97M-V/def2-TZVPD" multiplicity=1 charge=-1 orbital_gap_ev=4.6225 homo_ev=-2.56
Co -1.30156 -0.47284 1.54547
Co 0.54294 -0.10096 -0.10472
S 2.18120 2.66502 -0.08038
O -0.58178 1.81783 -1.98849
O 2.63567 -0.45415 1.87622
O 2.31008 -1.73227 -1.66504
O -2.94921 1.67986 0.41904
O 0.26978 -0.06395 3.96128
O -3.68077 -1.35564 2.94813
N -1.00163 3.72801 0.74712
C -0.17808 2.91330 0.94747
C 0.38630 -2.90552 1.78336
C -0.12225 1.12538 -1.16652
C 1.80663 -0.23216 1.09354
C -2.03416 -3.82200 -2.57811
C -1.56781 -1.94843 -1.09504
C -2.24307 -1.10457 -1.98980
C 2.30262 4.49853 0.04421
C -0.46696 -1.97851 1.32807
C -0.87545 -1.39364 0.07934
C -0.33186 -0.14117 2.97600
C -1.54858 -3.33161 -1.36736
C -2.23426 0.88107 0.86570
C 1.58753 -1.00578 -1.12855
C -2.72859 -1.58630 -3.20441
C -2.62034 -2.95117 -3.50564
C -2.74338 -0.97058 2.39031
C 3.80491 2.36470 0.64379
C 0.96252 2.09568 1.13530
H -3.21528 -0.90864 -3.90247
H 3.91197 2.91662 1.58099
H -1.97396 -4.89936 -2.76699
H -3.03412 -3.35474 -4.43490
H 1.35571 4.95852 -0.24398
H 1.35185 2.12806 2.15999
H 0.90653 -3.57961 1.09509
H 0.49212 -3.06840 2.86004
H -1.13745 -3.99498 -0.60609
H 2.58505 4.80222 1.05606
H 4.49789 2.74749 -0.10942
H 3.98302 1.30132 0.78886
H -2.38697 -0.05636 -1.72199
H 3.08321 4.78968 -0.66547

---

Model b:
43
Properties=species:S:1:pos:R:3 method="wB97M-V/def2-TZVPD" multiplicity=1 charge=-1 orbital_gap_ev=4.9608 homo_ev=-2.40
Co -1.56673 -3.53878 1.83507
Co 0.15915 -5.12899 1.24487
S 0.33963 0.54949 0.23938
O 1.88413 -3.43696 2.96641
O -4.20778 -2.53470 1.25642
O 2.06566 -5.51406 -0.92302
O -2.48524 -3.04160 -1.26861
O 0.73844 -7.81149 2.18441
O -0.45365 -1.51587 3.54153
N -1.09654 -1.59307 -0.17505
C 0.50046 -6.73166 1.83559
C -4.69023 -7.74729 3.00276
C 1.23557 -0.95471 -0.29965
C -1.44895 -4.05966 -1.11100
C -1.09957 -0.29988 0.35424
C -0.88681 -2.36245 2.87503
C -2.64666 -6.25130 1.77533
C -3.62880 -7.25560 3.76816
C 1.29244 -5.32334 -0.08183
C -2.27503 -2.27232 -0.19256
C 1.04926 -3.95634 2.34851
C -2.31184 0.25218 0.94134
C -3.72962 -6.73510 1.00357
C -1.60753 -5.37432 1.25176
C -4.73854 -7.48112 1.62603
C 0.23025 -1.99704 -0.73822
C -1.17749 -4.46622 0.25034
C -3.02115 -2.64131 1.00178
C -2.60417 -6.53694 3.15360
H -2.21569 1.34391 0.94453
H -3.76915 -6.51275 -0.06557
H 1.94092 -0.68505 -1.09358
H -1.76774 -6.14440 3.74016
H -3.20121 -0.03196 0.36060
H -3.57654 -7.42416 4.84270
H -5.47442 -8.34171 3.47327
H 0.55957 -2.94373 -0.28907
H 0.19030 -2.06452 -1.83388
H -0.54169 -3.78780 -1.66533
H -5.56755 -7.85638 1.02431
H 1.78682 -1.29872 0.58883
H -2.44372 -0.06230 1.99074
H -1.89124 -4.91149 -1.65169

---

The structure with the most favorable energy is model a; the runner-up is 13.3 kcal/mol above it.

---

Model a:
7
Properties=species:S:1:pos:R:3 method="wB97M-V/def2-TZVPD" multiplicity=1 orbital_gap_ev="7.9095 / 7.2266" homo_ev="-8.87 / -8.80"
S 1.69342 -0.67777 -0.20910
O -1.74575 0.49839 -0.01532
O 2.84869 0.28223 -0.27066
N 0.48562 0.28988 -0.09955
N -0.60743 -0.09622 0.43941
H -1.65175 1.43983 -0.35594
H -1.02279 -1.73633 0.51117

---

Model b:
7
Properties=species:S:1:pos:R:3 method="wB97M-V/def2-TZVPD" multiplicity=1 orbital_gap_ev=9.7400 homo_ev=-9.76
S 0.96106 0.37995 -0.36340
O 1.22634 -0.91074 2.02364
O -0.80467 -0.81691 1.21020
N 0.38341 -0.64660 1.21555
N -0.53632 0.40155 -1.15506
H -1.00322 1.14931 -0.80995
H -0.22661 0.44343 -2.12098

---

The structure with the most favorable energy is model b; the runner-up is 70.1 kcal/mol above it.